Below is a gas-phase ion, C27H25N2O5S2 (charge -1), with properties calculated with the ωB97M-V functional and the def2-TZVPD basis.

Structure (XYZ):
```
61
Properties=species:S:1:pos:R:3:forces:R:3
C -3.8096 -0.4369 3.0134 0.0 0.0 0.0
C -3.0177 -1.4046 3.5990 0.6 -0.2 0.3
C -1.6375 -1.2526 3.5779 0.4 0.0 -0.3
C -1.0054 -0.1980 2.8954 -1.2 0.2 0.5
C 0.4789 -0.0492 2.8084 -0.1 2.6 -1.1
N 0.9552 1.1316 2.6092 -0.6 -1.9 1.0
C 1.5752 2.3777 2.8900 0.0 -0.1 2.0
C 2.7495 2.6045 2.0105 1.5 -0.2 -1.4
N 3.5877 2.7211 1.2037 -1.6 -0.4 1.8
C 1.2069 -1.3451 2.8050 1.5 -0.9 -0.3
C 0.6578 -2.5633 2.3492 0.0 0.4 0.1
C 1.3502 -3.7666 2.3922 -0.2 0.3 -0.4
C 2.6660 -3.7867 2.8260 0.0 0.3 0.5
C 3.2623 -2.6036 3.2626 0.1 0.5 -0.2
C 2.5452 -1.3883 3.2086 0.4 -0.5 0.1
C -1.8315 0.7841 2.3439 -0.5 -0.2 -0.1
C -3.2251 0.6600 2.3989 0.4 0.3 0.0
H -4.8743 -0.5470 3.0561 -0.5 0.1 -0.1
H -3.4223 -2.2943 4.0878 -0.1 0.4 -0.1
H -1.0129 -1.9868 4.0685 -0.1 0.0 0.1
H 1.8648 2.3472 3.9825 0.6 -0.9 -1.1
H -0.3315 -2.5622 1.9267 -0.2 0.0 0.0
H 0.8464 -4.6716 2.0404 0.3 0.3 0.1
H 3.2053 -4.7211 2.8611 0.1 -0.1 0.0
H 4.3088 -2.6172 3.6226 -0.8 0.1 -0.3
H 3.0379 -0.4505 3.4555 -0.1 -0.2 0.2
H -1.3761 1.6385 1.8588 0.0 -0.1 0.0
H -3.8590 1.4364 1.9702 0.2 -0.2 0.1
C 1.2188 8.0116 -1.9028 -0.3 -0.5 0.0
O 0.3612 6.8953 -1.6492 1.2 0.5 -0.3
C 0.7117 6.0727 -0.6177 -0.9 -0.2 1.9
C 1.8606 6.1114 0.2055 -0.5 -0.2 -1.1
C 1.9210 5.2715 1.3309 0.1 0.0 -1.1
C 0.8040 4.5310 1.7413 0.0 -0.5 0.1
C 0.7859 3.7307 3.0424 -0.9 2.5 1.1
C 1.5152 4.6331 4.1513 0.0 -0.1 -0.3
S 1.6467 4.1353 5.8130 -0.5 1.8 -1.8
O 0.3967 4.3531 6.5560 1.1 -0.5 0.2
O 2.2701 2.8348 5.8722 -0.1 -1.2 0.4
C 2.9222 5.2942 6.3798 0.0 -0.6 0.3
C 2.3294 6.6542 6.6479 0.3 0.3 0.6
C 1.2537 7.0223 5.6704 -0.6 0.2 -0.6
S 1.5353 6.3952 4.0090 -1.1 -0.7 0.4
O 2.8654 6.8430 3.6541 0.4 0.6 -0.2
O 0.3974 6.9516 3.2724 0.6 -0.4 0.0
C -0.3036 4.4272 0.9018 1.6 1.2 -0.8
C -0.3357 5.2162 -0.2530 -0.1 -1.0 0.4
H 0.7404 8.4890 -2.7503 0.1 0.3 -0.1
H 1.2591 8.6908 -1.0419 0.0 -0.1 -0.1
H 2.2384 7.7111 -2.1824 -0.2 0.0 0.1
H 2.7090 6.7321 -0.1202 -0.3 -0.4 0.5
H 2.9142 5.1024 1.7544 -0.7 0.5 0.4
H -0.3097 3.7217 3.4511 1.7 -1.1 -1.2
H 3.3681 4.8290 7.2627 -0.2 0.0 0.1
H 3.6995 5.3230 5.6146 -0.3 -0.1 -0.1
H 1.9279 6.6687 7.6588 -0.2 0.1 0.1
H 3.1008 7.4212 6.6074 0.2 -0.1 0.0
H 0.2616 6.6694 5.9343 0.0 -0.1 0.1
H 1.1901 8.1004 5.5015 0.1 -0.1 0.0
H -1.0076 3.6466 1.0986 -0.8 0.1 0.1
H -1.1985 5.1160 -0.8914 -0.1 0.3 -0.3
```
Positions in Å, forces in eV/Å.

Summary:
HOMO level in eV: -4.17
Gap between HOMO and LUMO in Eh: 0.234
E_tot in eV: -63289.510
Structure (SMILES): COc1ccc([C@H](C2=[S@@](=O)([O-])CCCS2(=O)=O)[C@H](C#N)N=C(c2ccccc2)c2ccccc2)cc1
Total charge: -1

***

Below is a gas-phase ion, C2H6N2P (charge +1), with properties calculated with the ωB97M-V functional and the def2-TZVPD basis.

Structure (XYZ):
```
11
Properties=species:S:1:pos:R:3:forces:R:3
C 0.7448 -0.2962 -0.3952 -2.1 -0.1 0.4
C -1.5358 0.9557 -0.1385 1.0 2.3 2.1
N -0.7334 -0.1755 -0.0659 3.7 1.2 -3.4
N 1.2404 -1.0577 0.6338 2.2 0.2 1.0
P -2.0422 -0.4041 0.8923 -3.6 -0.9 3.0
H 0.8342 -0.5827 -1.3999 0.1 -1.2 -1.4
H 0.9858 0.7337 -0.4264 0.9 1.1 0.5
H -1.8319 1.2512 -1.1001 -0.6 0.2 -1.7
H -1.1578 2.0034 0.3476 -0.7 -2.3 -0.5
H 1.6650 -1.9640 0.4097 -0.3 0.6 0.2
H 1.8309 -0.4637 1.2427 -0.5 -1.1 -0.2
```
Positions in Å, forces in eV/Å.

Summary:
Spin multiplicity: 3
ΔE to the lowest compared entry with this formula, charge and spin in eV: 0.195
HOMO level (spin up / spin down) in eV: -12.85 / -15.17
Gap between HOMO and LUMO (spin up / spin down) in Eh: 0.342 / 0.245
E_tot in eV: -14428.298
Total charge: +1

***

Below is a single C3H6N2O2 molecule, with properties calculated with the ωB97M-V functional and the def2-TZVPD basis.

Structure (XYZ):
```
13
Properties=species:S:1:pos:R:3:forces:R:3
C 0.6669 -1.3831 -0.0059 1.3 -1.8 0.7
C -0.7984 0.8604 -0.0483 1.2 0.0 -0.1
C 0.7015 0.9316 -0.3243 0.3 0.0 -3.8
N -1.1770 -0.3932 -0.5230 -2.5 -1.3 -0.6
N 1.3951 -0.3518 -0.0529 -0.9 -0.1 0.1
O 2.6213 -0.1762 0.2134 0.8 -0.6 0.1
O -2.1421 -1.0604 0.2152 -0.1 0.6 -1.3
H 0.6099 -2.3979 0.3666 0.8 0.2 -0.3
H -1.0134 1.0175 0.9677 -0.5 0.2 1.6
H -1.3997 1.5032 -0.6437 -0.2 1.4 -0.5
H 0.9505 1.2406 -1.4148 -0.7 -0.9 1.4
H 1.4177 1.5083 0.1623 0.1 1.9 1.7
H -1.8322 -1.2992 1.0876 0.6 0.2 0.8
```
Positions in Å, forces in eV/Å.

Summary:
Spin multiplicity: 3
ΔE to the lowest compared entry with this formula, charge and spin in eV: 6.060
HOMO level (spin up / spin down) in eV: -7.55 / -8.88
Gap between HOMO and LUMO (spin up / spin down) in Eh: 0.301 / 0.257
E_tot in eV: -10273.666

***

Below is a molecular structure, C8H21N2O5S3, with properties calculated with the ωB97M-V functional and the def2-TZVPD basis.

Structure (XYZ):
```
39
Properties=species:S:1:pos:R:3:forces:R:3
C 4.1148 -0.3948 -1.4265 -0.4 0.3 0.0
C 2.6102 -0.6444 -1.5465 0.4 0.0 -0.4
N 1.8955 0.5387 -2.0365 -0.4 -0.7 0.2
S 1.5079 1.6332 -0.8508 0.2 1.3 0.2
O 2.6646 2.4527 -0.7017 1.1 0.7 -0.1
O 1.1805 0.9676 0.3926 -0.6 -1.0 0.3
N 0.3405 2.5512 -1.4138 -0.6 -1.5 0.1
S -1.0279 1.8196 -1.8704 0.1 1.3 -0.1
O -0.8219 0.9472 -3.0028 0.5 -1.0 -0.3
O -1.9570 2.8766 -2.1380 -0.7 0.8 0.0
C -1.8214 0.8517 -0.5776 0.2 -0.9 0.2
C -1.9988 -0.6444 -0.8581 -0.5 0.2 -0.1
C -0.7352 -1.4562 -0.9607 -0.3 -0.5 0.1
C -2.9268 -0.9195 -2.0387 0.7 0.0 -0.3
H 4.3697 -0.2373 -0.3889 0.3 0.0 0.3
H 4.3452 0.5219 -1.9503 0.2 0.2 -0.2
H 4.6986 -1.1942 -1.8609 0.2 -0.3 0.1
H 2.2240 -1.0063 -0.6011 -0.3 0.0 0.3
H 2.4228 -1.4245 -2.2700 -0.1 -0.2 -0.3
H 1.0627 0.2717 -2.5554 -0.1 0.3 0.0
H -1.3402 0.9705 0.3827 0.5 0.3 0.0
H -2.8168 1.2544 -0.4874 -0.3 0.5 -0.1
H -2.5154 -1.0152 0.0173 -0.1 0.0 0.5
H -0.2108 -1.2747 -1.8853 0.3 0.2 -0.2
H -1.0248 -2.5036 -0.9719 0.0 -0.3 0.0
H -0.1243 -1.3149 -0.0844 0.4 0.2 0.1
H -3.4488 -1.8596 -1.9085 -0.4 -0.1 0.1
H -2.3159 -1.0193 -2.9244 0.1 0.0 -0.4
H -3.5915 -0.0903 -2.2373 -0.5 0.1 0.1
C -1.6314 0.2384 4.5150 0.0 -0.1 0.1
S -0.7818 0.2218 2.9263 0.0 0.2 -0.1
O -1.2627 -0.9864 2.2079 -0.1 -0.2 0.2
C 0.8433 -0.1629 3.5734 0.1 -0.1 0.0
H -2.6858 0.4279 4.3263 0.0 0.0 -0.1
H -1.5125 -0.7275 5.0074 0.0 0.0 0.0
H -1.2207 1.0360 5.1344 0.0 0.0 0.0
H 0.8028 -1.1025 4.1264 -0.1 0.0 0.0
H 1.1760 0.6502 4.2183 0.0 0.0 0.0
H 1.5131 -0.2526 2.7201 -0.1 0.1 -0.1
```
Positions in Å, forces in eV/Å.

Summary:
ΔE to the lowest compared entry with this formula, charge and spin in eV: 0.000
HOMO level in eV: -5.76
Gap between HOMO and LUMO in Eh: 0.299
E_tot in eV: -54360.636
Total charge: -1

***

Below is a molecular structure, C28H34ClN3O2S2SiSn, with properties calculated with the ωB97M-V functional and the def2-TZVPD basis.

Structure (XYZ):
```
72
Properties=species:S:1:pos:R:3:forces:R:3
Sn -0.6282 0.3212 0.2910 -0.8 1.1 -1.0
S -0.0996 0.8091 2.6990 -0.8 -0.1 0.2
C 1.6059 1.1248 2.7084 0.9 0.3 0.9
C 2.1700 1.3968 3.9683 0.1 -0.3 -0.2
C 3.5226 1.6845 4.1109 -0.2 0.0 1.6
C 4.4017 1.4688 3.0820 -0.8 0.2 -0.5
C 3.8439 1.2109 1.8327 0.6 -0.2 0.0
C 2.4698 1.1365 1.5843 -0.5 -0.2 0.8
S 1.8218 1.0051 -0.0138 0.0 0.0 -1.0
H 1.5946 1.2325 4.8832 -0.2 0.6 -0.4
H 3.8715 2.0419 5.0949 -0.1 -0.5 -0.4
H 5.4626 1.4798 3.2621 0.3 0.2 -0.2
H 4.5533 1.0366 1.0470 0.0 0.0 -0.7
O -0.4006 7.2858 -2.7130 -0.1 0.2 0.5
N -0.5692 6.3466 -3.4982 0.2 -2.7 -0.6
O -0.5690 6.5442 -4.7284 -0.1 0.5 -0.6
C -0.6769 4.9330 -3.1109 0.2 4.1 1.5
C -0.6595 3.9993 -4.1070 -0.1 -2.1 -1.2
C -0.6054 2.6306 -3.7784 -0.8 3.0 -0.2
C -0.6924 1.6411 -4.7482 1.0 0.1 -1.7
C -0.7734 0.3209 -4.4030 -0.6 0.0 -0.1
C -0.9998 0.0006 -3.0577 1.1 0.7 0.1
N -0.7554 0.9182 -2.0713 -0.7 0.6 0.4
C -0.6494 2.2701 -2.4163 0.1 -1.3 2.5
C -0.7412 3.2742 -1.3609 -0.8 -1.7 -0.1
N -0.9975 2.8529 -0.0520 1.8 -0.6 -2.1
C -1.0644 3.7797 0.8760 -0.8 0.6 0.2
C -1.1988 5.1372 0.5928 0.3 -1.1 2.7
C -1.0669 5.5796 -0.6748 -0.2 1.7 -3.0
C -0.8089 4.6281 -1.7218 0.0 1.1 0.7
H -0.8042 4.3575 -5.1315 0.4 -0.4 0.4
H -0.5721 2.0346 -5.7767 -0.1 -0.8 0.5
H -0.6968 -0.3949 -5.2062 -0.4 -0.5 0.1
H -1.3428 -0.9618 -2.7466 0.3 -0.4 0.0
H -1.1441 3.3769 1.8646 0.0 0.1 0.7
H -1.3329 5.7811 1.4658 0.0 0.1 -0.4
H -1.2154 6.6662 -0.9660 0.3 -1.8 0.6
Cl -3.9637 0.2323 -0.8578 -0.6 -0.7 -0.9
C -2.9052 0.8178 0.3937 1.2 -0.4 1.2
H -3.2819 0.4541 1.3508 -0.1 -0.1 0.0
H -3.0243 1.8843 0.3680 0.4 0.3 0.1
C -1.9417 -2.7999 -0.7213 -1.5 -0.8 0.3
Si -0.4770 -2.3799 0.3931 0.5 0.2 -0.5
C 1.1328 -3.0958 -0.4919 -1.0 0.7 1.0
C 1.0710 -2.6741 -1.9516 0.7 1.2 -0.2
C 1.1885 -4.6010 -0.3616 1.0 -1.3 0.6
C 2.4058 -2.5273 0.1314 -0.2 0.5 1.2
C -0.8343 -3.2566 2.0970 0.2 0.4 -0.3
C -1.0452 -4.7976 1.8809 -1.0 0.7 0.7
C 0.2434 -3.0854 3.1778 0.3 -1.5 1.1
C -2.0938 -2.5302 2.6720 -0.5 -0.7 -1.1
H -2.9241 -2.8074 -0.1666 0.9 0.4 -0.3
H -1.9367 -3.8135 -1.1455 0.4 0.0 -0.1
H -2.0878 -2.1120 -1.5555 0.1 0.0 0.2
H 0.2361 -3.0853 -2.5184 0.1 -0.4 0.0
H 2.0654 -2.9863 -2.3509 -0.7 0.2 -0.4
H 0.9679 -1.5518 -2.0817 0.3 -1.2 0.3
H 0.2750 -5.1557 -0.6253 0.1 0.3 0.1
H 1.5396 -4.9453 0.6696 -0.7 0.6 -1.2
H 1.9916 -4.9707 -1.0298 -0.2 0.0 0.0
H 2.4003 -1.4151 0.1760 0.1 -0.8 -0.1
H 3.2947 -2.8584 -0.3926 0.3 -0.1 -0.5
H 2.5437 -2.9169 1.1627 -0.2 0.3 -0.4
H -0.1364 -5.3884 1.9599 0.2 0.3 -0.5
H -1.6499 -5.0783 0.9940 0.5 0.2 0.4
H -1.5989 -5.1212 2.7672 -0.4 -0.1 0.0
H 1.2460 -3.5039 2.9026 -0.8 0.5 0.0
H -0.0756 -3.7296 4.0908 0.4 1.0 -1.1
H 0.3416 -2.0520 3.5232 0.1 -0.1 -0.2
H -2.9576 -2.5426 1.9360 0.9 0.1 0.9
H -1.8613 -1.4902 2.9497 0.0 -0.3 -0.2
H -2.4008 -3.0663 3.5737 -0.2 0.0 0.1
```
Positions in Å, forces in eV/Å.

Summary:
ΔE to the lowest compared entry with this formula, charge and spin in eV: 1.459
HOMO level (spin up / spin down) in eV: 0.80 / 1.12
Gap between HOMO and LUMO (spin up / spin down) in Eh: 0.122 / 0.111
E_tot in eV: -86052.979
Total charge: -2

***

Below is a molecular structure, C4H6LiO2Zn, with properties calculated with the ωB97M-V functional and the def2-TZVPD basis.

Structure (XYZ):
```
14
Properties=species:S:1:pos:R:3:forces:R:3
O 1.2874 2.1259 0.0236 5.4 -7.4 -3.0
C 1.9527 0.9923 -0.1429 -6.5 8.4 4.2
C 1.5693 -0.1085 0.6848 0.6 -2.2 -0.5
Zn -2.6420 -0.0410 1.2823 -1.9 -1.4 1.3
Li -2.4488 -1.4551 -1.5620 0.1 0.4 0.2
H 1.0897 0.1672 1.6415 0.6 0.4 -0.6
H 2.3045 -0.9110 0.8045 -0.4 0.1 -0.3
C -0.8019 0.0614 -0.8649 1.0 -0.3 0.3
C 0.0851 -0.9364 -0.3177 -0.3 0.6 -0.5
O -1.4427 0.8855 0.1570 1.2 0.9 -1.3
H -0.3452 0.7233 -1.6083 -0.5 -0.3 -0.2
H 0.6103 -1.5565 -1.0589 -0.1 0.4 0.2
H -0.3364 -1.5495 0.4880 0.5 0.3 0.2
H -0.8820 1.6023 0.4729 0.2 0.1 -0.2
```
Positions in Å, forces in eV/Å.

Summary:
ΔE to the lowest compared entry with this formula, charge and spin in eV: 3.974
HOMO level (spin up / spin down) in eV: -10.91 / -10.18
Gap between HOMO and LUMO (spin up / spin down) in Eh: 0.151 / 0.096
E_tot in eV: -56948.974
Total charge: +1